17
Properties=species:S:1:pos:R:3:forces:R:3 method="wB97M-V/def2-TZVPD" e_lumo_ev=0.87 orbital_gap_ha=0.3253 max_force_ev_per_a=2.474 smiles="CC(=C=O)[C@]1(C)CN1"
C 1.629745 -0.186992 1.017235 1.5 1.4 0.1
H 0.825443 2.176124 -1.019284 0.0 -0.1 0.0
H 1.540403 0.892790 -2.003026 0.0 0.1 0.0
H -1.737787 0.350947 -1.615616 0.1 0.0 0.0
H -1.446896 -2.030913 -0.459035 0.0 0.1 0.0
C -1.547374 0.544207 -0.556153 -0.2 0.0 0.7
C 0.946282 0.273961 -0.019443 0.1 -0.2 -0.1
C -0.402640 -0.303499 -0.074062 0.3 -1.0 2.2
O 2.393472 -0.326011 1.896806 -0.9 -0.4 -0.5
C -0.504365 -1.380281 1.301764 -1.4 0.9 -1.2
N -0.552543 -1.706467 -0.102759 -0.2 -0.8 -0.8
H -1.369252 1.607679 -0.411687 0.0 0.0 0.0
H -1.421919 -1.138259 1.827681 -0.2 -0.1 -0.2
H -2.453192 0.288137 -0.001452 0.0 0.0 -0.1
C 1.473828 1.297071 -0.990229 0.2 -0.3 0.0
H 2.465103 1.633086 -0.688067 0.0 0.0 -0.1
H 0.161691 -1.991580 1.897328 0.6 0.5 -0.1